No. 1
DFT (wB97M-V/def2-TZVPD) results for a single C4H9NOS molecule.

```
16
Properties=species:S:1:pos:R:3:mulliken_charge:R:1
N 0.062 -0.121 1.834 -0.508
C 0.125 0.463 0.510 0.184
C 0.917 1.970 0.429 -0.079
O 1.039 2.696 1.363 -0.452
C 0.614 -0.373 -0.639 -1.069
C -0.512 -1.513 -0.902 -0.578
S -1.932 -0.712 -1.874 -0.243
H 0.916 -0.495 2.013 0.237
H -0.318 0.715 2.289 0.306
H -0.962 0.806 0.346 0.212
H 1.286 2.246 -0.580 0.309
H 0.892 0.161 -1.577 0.387
H 1.632 -0.691 -0.546 0.516
H -0.812 -2.121 0.029 0.370
H 0.033 -2.235 -1.623 0.279
H -2.981 -0.796 -1.071 0.128
```

## Properties
E: -18664.7171 eV
LUMO: 0.029 hartree
spin multiplicity: 1
net charge: 0
molar mass: 119.189 g mol⁻¹
HOMO-LUMO gap: 9.71 eV


No. 2
DFT (wB97M-V/def2-TZVPD) results for an isolated ion of composition C4H9NOS2 and charge -1.

```
17
Properties=species:S:1:pos:R:3:mulliken_charge:R:1
N -2.404 -0.378 1.083 -1.154
C -1.697 -0.241 -0.217 -0.010
C -1.992 1.123 -0.894 -0.570
O -1.119 1.934 -1.152 -0.556
C -0.238 -0.667 0.070 -0.807
S 0.862 -0.399 -1.404 -0.044
S 2.552 -1.007 -0.869 -0.137
C 3.451 0.193 0.290 -0.728
H -3.401 -0.496 1.236 0.466
H -2.036 0.502 1.523 0.504
H -2.094 -1.089 -0.852 0.353
H -2.991 1.324 -1.462 0.196
H 0.409 -0.171 0.836 0.215
H -0.269 -1.675 0.356 0.517
H 4.083 -0.416 0.960 0.247
H 4.130 0.683 -0.436 0.236
H 2.753 0.779 0.933 0.274
```

## Properties
E: -29499.5656 eV
LUMO (spin up / spin down): 0.111 / 0.111 hartree
spin multiplicity: 2
net charge: -1
molar mass: 151.256 g mol⁻¹
HOMO-LUMO gap (spin up / spin down): 2.67 / 6.43 eV
⟨S²⟩: 0.75


No. 3
DFT (wB97M-V/def2-TZVPD) results for a single C4H9NOS2 molecule.

```
17
Properties=species:S:1:pos:R:3:mulliken_charge:R:1
C -0.305 -1.339 1.440 -0.764
N 0.507 -1.900 0.361 -0.146
C 1.065 -1.164 -0.639 0.435
O 1.647 -1.691 -1.571 -0.638
C 0.914 0.348 -0.577 -0.757
C -0.426 0.805 -1.196 -0.617
S -0.514 2.627 -1.097 -0.047
S -0.724 3.173 0.809 -0.207
H -0.844 -0.446 1.156 0.228
H 0.319 -1.036 2.278 0.260
H -0.967 -2.125 1.789 0.329
H 0.403 -2.893 0.239 0.274
H 1.022 0.766 0.422 0.467
H 1.665 0.670 -1.281 0.321
H -0.361 0.600 -2.258 0.381
H -1.339 0.346 -0.819 0.331
H -2.061 3.261 0.942 0.152
```

## Properties
E: -29502.3196 eV
LUMO: 0.017 hartree
spin multiplicity: 1
net charge: 0
molar mass: 151.256 g mol⁻¹
HOMO-LUMO gap: 9.74 eV


No. 4
DFT (wB97M-V/def2-TZVPD) results for a 2-piece molecular cluster, C4H9NOSi overall.

```
16
Properties=species:S:1:pos:R:3:mulliken_charge:R:1
C -0.794 -1.562 0.815 0.570
C -2.302 0.227 -0.677 -1.183
C 2.084 -1.203 -0.883 -0.580
C -0.717 -0.267 1.128 -0.838
N -0.710 -2.656 0.458 -0.432
O 1.549 0.061 -0.655 -0.261
Si 0.798 0.783 0.608 0.485
H -2.473 1.200 -0.594 0.447
H -1.620 -0.126 -1.423 0.377
H -3.154 -0.521 -0.610 0.342
H 1.832 -1.740 -1.798 0.212
H 1.849 -1.826 0.048 0.317
H 3.103 -0.927 -1.129 0.254
H -1.325 0.152 1.847 0.564
H 0.385 2.118 0.148 -0.124
H 1.585 1.040 1.800 -0.149
```

## Properties
E: -15704.1764 eV
LUMO (spin up / spin down): 0.030 / -0.082 hartree
spin multiplicity: 3
net charge: 0
molar mass: 115.208 g mol⁻¹
HOMO-LUMO gap (spin up / spin down): 8.44 / 8.24 eV
⟨S²⟩: 2.02


No. 5
DFT (wB97M-V/def2-TZVPD) results for a 2-piece molecular cluster, C4H9NS overall.

```
15
Properties=species:S:1:pos:R:3:mulliken_charge:R:1
C 0.901 0.539 1.410 -0.731
C 0.981 0.089 0.192 -0.157
C 0.204 -0.299 -2.071 -1.092
C 1.195 -0.757 -1.003 0.068
N -1.834 0.620 1.785 -0.533
S -2.124 -0.396 0.507 -0.130
H 0.090 1.302 1.592 0.322
H 1.613 0.399 2.169 0.344
H 0.431 0.717 -2.294 0.315
H -0.893 -0.356 -1.922 0.244
H 0.373 -0.864 -2.984 0.331
H 0.849 -1.815 -0.794 0.189
H 2.313 -0.604 -1.133 0.254
H -2.677 1.284 1.979 0.282
H -1.419 0.139 2.567 0.294
```

## Properties
E: -16614.3336 eV
LUMO (spin up / spin down): -0.024 / 0.026 hartree
spin multiplicity: 1
net charge: 0
molar mass: 103.190 g mol⁻¹
HOMO-LUMO gap (spin up / spin down): 6.46 / 8.92 eV


No. 6
DFT (wB97M-V/def2-TZVPD) results for a single C4H9NSi molecule.

```
15
Properties=species:S:1:pos:R:3:mulliken_charge:R:1
C 0.585 0.655 1.507 -1.027
Si -0.209 0.089 -0.092 0.324
C -0.714 -1.725 -0.073 -1.049
C 1.131 0.488 -1.293 -0.943
C -1.697 1.111 -0.271 0.318
N -2.675 1.708 -0.366 -0.458
H -0.108 1.339 1.891 0.346
H 1.612 1.116 1.362 0.290
H 0.631 -0.263 2.073 0.292
H -1.052 -2.038 -1.033 0.339
H -1.551 -1.901 0.607 0.316
H 0.044 -2.446 0.216 0.337
H 1.190 1.567 -1.193 0.295
H 2.094 0.054 -1.038 0.322
H 0.719 0.246 -2.299 0.298
```

## Properties
E: -13662.0614 eV
LUMO: 0.030 hartree
spin multiplicity: 1
net charge: 0
molar mass: 99.209 g mol⁻¹
HOMO-LUMO gap: 11.35 eV


No. 7
DFT (wB97M-V/def2-TZVPD) results for a 2-piece molecular cluster, C4H9O overall.

```
14
Properties=species:S:1:pos:R:3:mulliken_charge:R:1
C -2.023 0.703 0.904 -0.475
O -1.051 1.655 1.024 -0.855
H -2.252 0.242 1.902 0.116
H -2.999 1.174 0.587 0.200
H -1.804 -0.093 0.158 0.026
C 2.057 -0.596 -1.506 -1.161
C 0.787 -0.476 -0.699 0.193
C 0.521 -1.295 0.307 -0.666
H 2.941 -1.066 -1.072 0.324
H 1.860 -1.064 -2.476 0.253
H 2.350 0.430 -1.751 0.306
H 0.034 0.142 -1.175 0.257
H -0.290 -1.246 1.012 0.233
H 1.163 -2.146 0.514 0.248
```

## Properties
E: -6339.2893 eV
LUMO: 0.145 hartree
spin multiplicity: 1
net charge: -1
molar mass: 73.115 g mol⁻¹
HOMO-LUMO gap: 5.65 eV


No. 8
DFT (wB97M-V/def2-TZVPD) results for an isolated ion of composition C4H9O and charge +1.

```
14
Properties=species:S:1:pos:R:3:mulliken_charge:R:1
C -1.088 -0.393 1.698 -0.029
C 0.662 1.185 -0.397 -0.862
C 0.106 0.010 -1.153 -0.342
C -0.204 -1.276 -0.367 -0.409
O -1.257 -1.077 0.687 -0.152
H -2.005 -0.046 2.264 0.321
H -0.045 -0.077 2.024 0.381
H 0.094 1.152 0.551 0.109
H 0.601 2.178 -0.874 0.352
H 1.712 0.894 -0.198 0.320
H 0.779 -0.053 -1.971 0.362
H -0.893 0.280 -1.635 0.302
H -0.693 -2.086 -0.970 0.284
H 0.702 -1.653 0.202 0.361
```

## Properties
E: -6331.8744 eV
LUMO: -0.229 hartree
spin multiplicity: 1
net charge: +1
molar mass: 73.115 g mol⁻¹
HOMO-LUMO gap: 10.07 eV